2 unconnected molecules or ions with the total composition C4H9O5S in a non-equilibrium geometry. Source: the OMol25 dataset; level of theory: ωB97M-V with the def2-TZVPD basis set.

## Properties
- relative energy (zero: lowest compared OMol25 entry of this formula, charge and spin) (kJ/mol) = 0.00
- strongest force on any atom (eV/A) = 3.55
- HOMO level (eV) = -5.6
- M (g/mol) = 169.18
- E_tot (eV) = -25367.6386
- total charge = -1
- spin multiplicity = 1

Positions of all 19 atoms, in Å:
C -2.39 1.90 -0.43
C 1.80 -2.15 0.59
C -2.00 0.38 -0.48
C 1.87 -1.18 -0.53
O 1.38 1.28 -1.09
O 3.17 0.61 0.50
O 0.84 0.67 1.18
O 2.11 -1.43 -1.68
O -1.65 -0.10 0.83
S 1.77 0.53 0.07
H -1.58 2.58 -0.01
H -2.64 2.07 -1.45
H -3.25 2.18 0.27
H 2.00 -1.66 1.63
H 0.83 -2.72 0.71
H 2.43 -3.05 0.50
H -1.07 0.28 -1.00
H -2.85 -0.29 -0.69
H -0.76 0.09 1.07